DFT (ωB97M-V/def2-TZVPD) results for a 11-piece molecular cluster, C40H68O33 overall in a non-equilibrium geometry.

```
141
C40H68O33 ωB97M-V/def2-TZVPD
O -6.62802 14.24371 1.49716
C -11.78800 14.02498 -4.79088
H -18.97052 16.71271 10.58655
O -11.31468 19.14564 1.89892
H -9.37601 15.93373 -3.74940
C -5.50342 14.19735 1.99515
H -11.75063 -1.03384 3.67786
C -13.36602 12.20909 -4.87247
H -7.51517 4.09063 9.38497
O -13.61379 3.00664 -2.53469
H -15.51835 3.38706 -0.71559
C -12.11329 18.03083 2.06471
O -5.11160 13.33471 2.98301
O -23.68680 4.68821 4.97379
H -6.83381 1.79934 8.01029
H -2.88424 15.47996 -0.71283
H -11.16495 0.53818 3.42012
C -20.05213 16.57813 10.59761
H -21.61550 7.19732 2.63801
C -5.92978 12.24483 3.26208
H -10.59042 10.27225 8.25159
H -16.07122 4.96700 -1.24905
C -8.26072 5.55443 5.30000
H -16.44271 0.58914 4.64528
H -13.36053 11.13236 -4.70300
O -4.51043 15.04306 1.67126
C -22.72817 8.88608 3.64503
H -16.38993 10.30157 0.75169
H -13.45009 10.21653 0.64900
O -9.13076 9.87837 9.42449
H -12.65572 11.38878 1.75028
O -9.36097 2.91669 7.26833
O -9.02993 4.62292 5.94342
H -20.29027 17.98766 7.70020
O -11.50889 2.23775 -2.60182
O -14.16768 9.67870 3.08835
C -12.35514 2.93735 -2.00017
O -7.21473 3.51904 6.70783
H -21.01619 7.59851 5.58447
H -12.87037 5.71579 -1.56370
O -21.64619 5.69047 5.05555
O -14.65893 7.45229 3.48636
C -13.86115 0.47481 3.57270
C -19.76433 7.43741 -5.35780
H -21.79331 16.60153 9.27623
C -14.68785 10.78925 2.26084
C -6.55980 3.61172 9.17044
H -6.25907 2.98585 10.01065
H -22.70587 9.61595 -3.26247
C -20.71178 16.47572 9.22583
H -6.98508 12.49263 3.14795
O -20.84703 7.48329 -6.15948
H -16.17910 3.51705 -2.37089
H -15.65159 2.11246 4.36488
H -13.54939 17.53372 0.57008
H -5.77201 16.02879 0.35242
H -14.28386 12.72460 -4.58977
H -7.47100 8.51283 12.74118
O -9.20184 10.63367 11.51074
C -21.96710 7.82243 -5.42495
H -20.46981 17.42131 11.14777
H -9.54144 11.64250 8.53183
H -10.72169 11.17423 9.82229
H -14.15929 18.37283 2.02902
C -14.18826 4.24418 -2.19215
C -15.62352 4.03261 -1.58755
H -14.96550 11.68674 2.81358
C -10.28104 15.78581 -4.33858
C -10.06153 10.82367 9.02895
H -6.46603 9.76232 12.13402
H -21.22331 10.16047 -4.00885
C -21.14612 6.98147 4.69539
O -20.02796 7.91529 -4.13954
O -23.24078 6.51483 3.82030
O -13.08558 19.63993 0.71481
C -16.12141 1.27010 3.85715
H -23.55419 9.13826 2.98004
C -11.80719 19.99638 1.01258
H -4.30835 16.83091 0.83859
C -19.79781 17.17114 8.22829
H -6.14912 8.11789 11.69186
H -23.10918 9.05402 4.65237
H -20.15089 6.89711 4.25892
C -6.95662 8.83570 11.83605
H -16.89022 1.80094 3.29567
H -11.13812 -0.53711 2.04779
O -13.07458 0.18925 2.60015
H -11.62722 17.13241 1.68436
H -16.73305 10.59734 2.41727
O -12.22222 12.85449 -4.25370
C -22.12396 7.43311 3.57287
O -10.70680 14.45090 -4.23260
H -11.07385 16.47801 -4.05504
H -13.60705 4.87743 -0.10518
H -7.77136 5.22388 4.38382
H -22.82555 7.15082 -5.41475
C -8.55164 3.65267 6.69688
C -8.77997 9.88214 10.65362
C -11.72620 -0.25099 2.91980
O -18.72012 7.06425 -5.69615
O -20.67791 15.18504 8.71404
H -20.25271 15.79575 11.32958
C -21.64345 9.39244 -3.35946
H -12.34176 17.99684 3.12995
H -4.33941 15.73800 -1.59095
H -8.81379 6.45180 5.02264
H -5.52444 2.65777 7.51122
C -22.96868 5.59319 4.67914
C -3.95303 15.26753 -0.68680
H -21.95129 9.65009 3.67421
C -21.31946 8.01733 -4.02184
C -4.71350 15.86073 0.55098
O -15.84778 8.78963 2.08220
H -14.15977 4.91783 -3.04858
O -11.25640 21.02171 0.67172
O -7.78724 9.01013 10.74581
O -13.66592 0.31516 4.78811
H -5.85172 4.43597 9.08475
O -12.23905 14.52629 -5.88801
O -19.44855 16.18884 7.28879
C -19.98057 15.06863 7.61757
H -21.82203 7.32212 -3.34937
H -7.38144 5.85958 5.86732
O -19.88831 14.09970 6.87365
C -13.23129 4.78589 -1.12426
O -12.16528 3.90688 -1.14680
C -13.59631 11.08559 1.29045
H -13.33438 12.28881 -5.95909
H -5.73200 11.89890 4.27663
C -14.83392 8.57977 2.93058
H -5.73505 11.33773 2.68993
H -14.00739 11.86285 0.64625
H -21.30681 9.31437 -2.32568
C -13.37371 18.34735 1.27383
O -15.03405 0.83837 2.98503
H -3.98575 14.18588 -0.81745
C -6.54298 2.83825 7.85488
C -15.97373 10.18564 1.75240
H -19.03344 17.71655 8.78180
H -22.33790 8.82823 -5.62235
H -10.02841 16.02599 -5.37134
```

Computed properties:
Molecular weight ... 1076.951 Da
Strongest force on any atom ... 7.62 eV/Å
Structure (SMILES) ... C[C@H]1COC(=O)O1.C[C@H]1COC(=O)O1.C[C@H]1COC(=O)O1.C[C@H]1COC(=O)O1.C[C@H]1COC(=O)O1.CCOC(=O)OC.CCOC(=O)OC.COC(=O)OC.COC(=O)OC.COC(=O)OC.O=C1OCCO1
HOMO-LUMO gap ... 9.9 eV
Energy relative to the best compared isomer or geometry (same formula, charge and spin) ... 11.0 kcal per mole
Spin multiplicity ... 1